190
Properties=species:S:1:pos:R:3 method="wB97M-V/def2-TZVPD" total_charge=0 fmax_ev_per_a=8.09 orbital_gap_ev=9.99 e_tot_ev=-150626.2732 homo_energy_ha=-0.372
C 1.437 -4.995 2.111
C 2.372 -4.169 3.106
C 2.322 -4.625 4.549
O 3.640 -4.700 4.961
C 4.422 -4.413 3.952
O 5.691 -4.340 4.034
O 3.689 -4.349 2.814
H 0.433 -4.928 2.530
H 1.787 -6.026 2.055
H 1.400 -4.799 1.039
H 2.287 -3.098 2.919
H 1.838 -5.596 4.651
H 1.763 -4.069 5.302
C -0.431 5.880 -6.142
C -0.406 5.862 -4.631
C -0.248 7.209 -4.019
O -1.290 7.314 -3.111
C -2.206 6.354 -3.296
O -3.265 6.226 -2.686
O -1.691 5.477 -4.228
H 0.510 6.256 -6.543
H -1.140 6.594 -6.561
H -0.772 4.949 -6.596
H 0.163 5.052 -4.175
H -0.340 7.945 -4.817
H 0.676 7.416 -3.480
C 6.128 -1.178 0.000
C 6.757 -0.759 1.408
C 6.093 -1.415 2.614
O 7.111 -1.389 3.581
C 8.244 -1.573 2.952
O 9.240 -2.126 3.344
O 8.077 -1.271 1.595
H 6.015 -2.263 0.007
H 6.677 -0.902 -0.899
H 5.137 -0.728 -0.056
H 6.859 0.326 1.448
H 5.808 -2.453 2.441
H 5.265 -0.779 2.926
C 4.541 2.058 3.011
C 4.051 3.365 2.384
C 3.569 3.253 0.920
O 2.279 3.700 0.974
C 1.817 3.807 2.239
O 0.622 3.845 2.545
O 2.830 3.659 3.122
H 3.646 1.448 3.142
H 4.983 2.112 4.006
H 5.184 1.609 2.254
H 4.744 4.205 2.421
H 3.728 2.301 0.414
H 4.140 3.933 0.288
C 1.582 -0.609 6.505
C 2.759 -0.168 7.342
C 4.116 -0.745 6.960
O 4.944 0.418 7.234
C 4.235 1.488 7.097
O 4.587 2.683 7.230
O 2.952 1.211 7.043
H 1.280 -1.604 6.830
H 1.684 -0.406 5.439
H 0.739 -0.021 6.866
H 2.467 -0.315 8.381
H 4.030 -1.190 5.969
H 4.496 -1.512 7.634
C 1.936 3.207 -2.709
C 1.816 3.006 -4.235
C 2.680 1.911 -4.883
O 1.765 1.061 -5.493
C 0.524 1.502 -5.406
O -0.517 1.026 -5.889
O 0.460 2.705 -4.527
H 2.494 4.136 -2.597
H 2.560 2.415 -2.296
H 1.015 3.291 -2.132
H 1.942 3.891 -4.859
H 3.249 1.459 -4.071
H 3.271 2.281 -5.721
C -7.683 -2.834 1.188
C -6.686 -1.788 0.690
C -6.819 -0.400 1.473
O -5.457 -0.133 1.630
C -4.663 -1.111 1.440
O -3.430 -1.092 1.510
O -5.411 -2.131 1.074
H -7.901 -2.443 2.182
H -7.296 -3.847 1.083
H -8.622 -2.920 0.642
H -6.755 -1.794 -0.398
H -7.357 -0.412 2.421
H -7.133 0.404 0.807
C -4.818 1.346 -4.063
C -5.433 2.785 -4.376
C -4.634 3.770 -5.231
O -5.483 4.209 -6.269
C -6.586 3.422 -6.297
O -7.496 3.497 -7.102
O -6.506 2.557 -5.267
H -3.851 1.242 -3.572
H -4.797 0.793 -5.003
H -5.556 0.850 -3.433
H -5.896 3.179 -3.471
H -3.671 3.356 -5.529
H -4.244 4.609 -4.653
C -3.685 -5.936 -1.166
C -3.677 -4.421 -0.849
C -2.397 -3.788 -0.528
O -2.541 -2.557 -1.216
C -3.481 -2.588 -2.150
O -3.721 -1.740 -3.021
O -4.009 -3.856 -2.105
H -3.875 -6.628 -0.346
H -2.690 -6.213 -1.514
H -4.342 -6.370 -1.919
H -4.346 -4.272 -0.001
H -1.570 -4.418 -0.855
H -2.433 -3.621 0.548
C -0.769 0.767 -1.846
C -0.231 1.255 -0.496
C -0.713 0.295 0.564
O 0.444 -0.354 1.138
C 1.524 0.129 0.521
O 2.603 -0.302 0.671
O 1.179 1.038 -0.394
H -0.588 1.485 -2.646
H -1.852 0.680 -1.771
H -0.369 -0.212 -2.110
H -0.497 2.287 -0.271
H -1.290 -0.567 0.227
H -1.118 0.881 1.388
C 1.617 -2.479 -4.440
O 1.265 -3.384 -5.500
C 2.085 -4.054 -6.305
O 3.274 -4.094 -6.150
O 1.330 -4.629 -7.225
C 1.961 -5.567 -8.087
H 2.379 -1.731 -4.660
H 2.101 -2.885 -3.552
H 0.756 -1.875 -4.153
H 2.534 -5.050 -8.857
H 1.271 -6.263 -8.563
H 2.643 -6.176 -7.492
C -6.516 3.907 2.268
O -5.480 3.072 2.851
C -4.271 3.484 3.423
O -3.982 4.716 3.569
O -3.611 2.458 3.745
C -2.361 2.618 4.371
H -6.101 4.569 1.507
H -6.817 4.657 2.999
H -7.316 3.302 1.841
H -2.079 1.659 4.807
H -2.304 3.374 5.154
H -1.628 2.913 3.619
C -1.251 -5.205 4.941
O -1.322 -4.014 4.094
C -1.564 -2.804 4.621
O -1.937 -2.639 5.795
O -1.336 -1.809 3.779
C -1.590 -0.464 4.146
H -0.838 -4.874 5.894
H -0.601 -5.994 4.564
H -2.308 -5.451 5.043
H -2.257 -0.365 5.002
H -1.921 0.124 3.289
H -0.589 -0.080 4.344
C -0.248 5.607 0.014
O -1.417 4.903 0.214
C -2.387 5.425 0.967
O -2.225 6.327 1.824
O -3.561 4.724 0.767
C -3.839 3.713 -0.215
H -0.498 6.418 -0.671
H 0.484 4.876 -0.329
H 0.166 6.222 0.814
H -3.831 4.068 -1.246
H -4.855 3.382 -0.001
H -3.164 2.858 -0.215
C 3.436 -3.385 -0.907
O 4.224 -3.312 -2.070
C 4.484 -4.490 -2.770
O 4.799 -4.588 -3.982
O 4.480 -5.555 -1.867
C 5.001 -6.822 -2.194
H 2.562 -4.034 -0.966
H 3.007 -2.415 -0.656
H 4.017 -3.691 -0.037
H 4.270 -7.496 -2.642
H 5.508 -7.335 -1.377
H 5.732 -6.787 -3.002